25
Properties=species:S:1:pos:R:3 method="wB97M-V/def2-TZVPD" e_homo_ev=-7.785 de_lowest_kcal_mol=48.9 total_energy_ev=-14116.315
C -1.805 1.516 0.152
C -1.773 0.093 0.222
C -2.769 -0.870 0.176
N -2.220 -2.139 -0.188
C -0.801 -2.016 -0.236
C 0.167 -2.917 -0.638
C 1.442 -2.495 -0.780
C 1.759 -1.119 -0.745
C 0.815 -0.214 -0.288
C -0.508 -0.648 -0.087
H -1.972 1.636 -0.862
H -0.840 1.979 0.104
H -2.497 1.780 0.925
H -3.822 -0.735 0.249
H -2.735 -2.940 -0.212
H -0.153 -3.914 -0.902
H 2.210 -3.316 -1.105
H 2.740 -0.801 -0.990
H 1.046 0.774 -0.054
C 1.827 4.372 1.020
O 2.978 3.643 0.986
H 1.323 4.093 2.020
H 2.036 5.474 1.073
H 1.096 4.330 0.328
H 3.148 3.259 0.084


25
Properties=species:S:1:pos:R:3 method="wB97M-V/def2-TZVPD" e_homo_ev=-7.666 de_lowest_kcal_mol=56.3 total_energy_ev=-14115.995
C 2.936 -2.002 0.899
C 1.786 -1.352 0.184
C 0.979 -1.712 -0.843
N 0.096 -0.788 -1.095
C 0.122 0.191 -0.179
C -0.566 1.389 0.074
C -0.127 2.226 1.126
C 0.947 1.819 1.952
C 1.641 0.639 1.800
C 1.253 -0.082 0.688
H 3.816 -1.298 1.159
H 3.186 -2.876 0.419
H 2.747 -2.134 2.050
H 0.998 -2.743 -1.081
H -0.501 -0.686 -1.804
H -1.491 1.730 -0.392
H -0.680 3.119 1.265
H 1.298 2.631 2.616
H 2.584 0.417 2.486
C -3.599 0.599 -1.991
O -2.989 -0.730 -2.162
H -2.910 1.086 -1.103
H -4.630 0.702 -1.677
H -3.559 1.195 -2.842
H -3.340 -1.340 -1.551


25
Properties=species:S:1:pos:R:3 method="wB97M-V/def2-TZVPD" e_homo_ev=-6.810 de_lowest_kcal_mol=68.2 total_energy_ev=-14115.475
C -2.982 0.954 -0.559
C -1.741 1.477 -0.036
C -3.254 -0.350 -0.402
C -0.956 0.659 0.685
C 0.439 -1.336 -0.080
C 0.484 0.881 1.010
C -1.339 -0.732 0.882
C 1.275 -0.106 0.099
C 1.499 0.525 -1.281
C 2.612 -0.485 0.742
N 0.509 -2.440 -0.615
O -2.514 -1.206 0.328
H -3.637 1.588 -1.131
H -1.452 2.491 -0.269
H -4.117 -0.841 -0.826
H 0.788 1.911 0.828
H 0.684 0.632 2.054
H -1.148 -1.206 1.837
H 2.153 1.391 -1.201
H 0.549 0.839 -1.709
H 1.958 -0.192 -1.960
H 3.185 -1.129 0.079
H 2.442 -1.017 1.676
H 3.200 0.407 0.949
H 1.363 -2.716 -1.103


28
Properties=species:S:1:pos:R:3 method="wB97M-V/def2-TZVPD" e_homo_ev=-2.781 total_charge=-1 de_lowest_kcal_mol=10.9 total_energy_ev=-36289.249
C 3.049 -1.487 0.209
C 2.666 -1.000 -1.045
C 2.706 -0.790 1.343
C 2.018 0.192 -1.111
C 2.092 0.426 1.346
C 1.693 0.911 0.063
C -0.780 -1.083 -1.022
C -2.352 0.750 -0.745
C -1.369 -0.251 1.263
C -1.412 -0.279 -0.277
N -0.415 -2.035 -1.712
O 0.191 2.631 -1.444
O 0.491 3.117 1.127
P 0.615 2.252 -0.099
S -5.298 -0.428 1.102
H 3.606 -2.357 0.474
H 2.785 -1.518 -1.973
H 2.649 -1.479 2.181
H 1.573 0.508 -2.069
H 1.961 1.122 2.186
H -3.462 0.288 -0.698
H -2.202 1.012 -1.831
H -2.165 1.774 -0.225
H -1.183 -1.249 1.669
H -2.403 -0.035 1.687
H -0.676 0.515 1.505
H 0.405 -2.027 -2.219
H -4.782 0.521 0.315


27
Properties=species:S:1:pos:R:3 method="wB97M-V/def2-TZVPD" e_homo_ev=-8.621 de_lowest_kcal_mol=17.7 total_energy_ev=-18213.283
C -1.512 2.428 -0.342
C -0.124 2.189 0.227
O 0.412 1.192 -0.631
C 1.375 0.347 -0.260
C 2.653 0.784 0.078
C 3.701 -0.107 0.241
C 3.456 -1.490 0.113
C 2.197 -1.927 -0.197
C 1.119 -1.034 -0.370
O -0.092 -1.548 -0.753
C -1.120 -1.314 0.107
O -1.005 -0.762 1.178
N -2.309 -1.781 -0.373
C -3.473 -1.171 0.218
H -2.010 3.269 0.125
H -1.364 2.658 -1.411
H -2.127 1.523 -0.244
H -0.225 1.829 1.300
H 0.477 3.071 0.201
H 2.736 1.832 0.292
H 4.693 0.259 0.536
H 4.274 -2.193 0.271
H 2.028 -2.960 -0.316
H -2.390 -2.116 -1.303
H -3.819 -0.238 -0.214
H -3.207 -0.933 1.286
H -4.341 -1.807 0.238


26
Properties=species:S:1:pos:R:3 method="wB97M-V/def2-TZVPD" e_homo_ev="-0.806 / -3.833" s_squared=2.02 multiplicity=3 total_charge=-1 total_energy_ev=-24602.997
C -0.892 2.380 -1.385
C -1.788 3.060 -0.550
C -2.843 2.156 -0.148
C -2.529 0.891 -0.664
C -1.230 0.947 -1.399
Pt 0.998 0.198 -1.077
P 2.930 0.904 -1.706
H -0.006 2.765 -1.895
H -1.691 4.096 -0.260
H -3.675 2.439 0.491
H -1.104 0.287 -2.276
H -3.113 -0.029 -0.595
H 3.937 0.854 -0.698
H 3.029 2.281 -2.080
H 3.457 0.199 -2.841
C 0.274 -2.944 2.445
C 1.469 -2.875 1.724
C 1.586 -1.973 0.664
N 0.576 -1.102 0.396
C -0.566 -1.094 1.113
C -0.750 -2.050 2.124
H 0.128 -3.681 3.235
H 2.331 -3.498 1.952
H 2.446 -1.855 -0.011
H -1.262 -0.311 0.813
H -1.715 -2.045 2.624